No. 1
ORCA calculation (the ωB97M-V functional and the def2-TZVPD basis) on a 3-piece molecular cluster, C4H14NO3 overall at a distorted geometry.

```
22
Properties=species:S:1:pos:R:3:mulliken_charge:R:1
O -2.638 -0.807 -1.480 -0.645
O -1.984 0.574 1.196 -0.458
O 0.822 -2.774 -0.241 -0.649
N 0.132 0.191 -0.554 0.197
C 1.321 0.555 1.886 -1.165
C 0.481 0.733 -1.802 -0.979
C -0.983 1.356 1.371 -0.286
C 0.452 1.120 0.754 0.471
H 0.814 0.601 2.928 0.373
H 2.166 1.187 2.248 0.365
H 0.921 2.056 0.195 0.290
H 1.369 0.457 -2.342 0.417
H -2.595 -1.708 -1.147 0.317
H -0.369 0.688 -2.631 0.303
H 0.599 -0.661 -0.309 0.126
H -0.821 -0.014 -0.541 0.286
H -3.365 -0.452 -1.010 0.319
H -1.115 2.126 2.099 0.486
H 2.126 -0.305 1.647 0.273
H 1.200 -3.206 -0.965 0.302
H 0.574 1.809 -1.779 0.338
H 0.892 -3.524 0.478 0.318
```

* charge: +1
* ΔE to the lowest compared entry with this formula, charge and spin: 286.14 kJ/mol
* multiplicity: 1
* gap between HOMO and LUMO: 10.9 eV

***

No. 2
ORCA calculation (the ωB97M-V functional and the def2-TZVPD basis) on C19H21Br12N2O as an isolated structure at a distorted geometry.

```
55
Properties=species:S:1:pos:R:3:mulliken_charge:R:1
Br 5.257 -4.972 -3.048 -0.039
Br -0.209 -0.644 -5.649 0.004
Br 1.529 0.032 -1.271 0.001
Br 6.837 -2.277 -3.693 0.013
Br 0.077 -3.820 -5.536 0.006
Br 1.935 -1.785 1.316 -0.009
Br 3.215 -2.667 -1.485 0.072
Br -4.325 -1.829 -7.362 -0.002
Br -4.053 1.215 -8.285 -0.009
Br -2.877 -1.122 -10.116 0.001
Br 4.396 -3.182 -5.544 0.023
Br -1.089 -2.230 -3.024 -0.007
O 1.449 -0.757 4.273 -0.402
N -0.867 -0.274 3.825 0.253
N -3.940 0.821 1.242 -0.442
C 3.465 0.315 3.650 -0.310
C 0.191 -0.585 4.824 -0.849
C -3.256 -0.541 -8.318 0.156
C -2.067 0.139 4.293 -0.373
C 2.252 2.806 3.459 -0.856
C -3.777 1.863 0.485 0.781
C -4.053 3.251 1.043 -1.035
C -3.359 1.748 -0.967 -1.340
C -0.680 -0.343 2.497 0.944
C 3.592 2.663 3.145 -0.447
C -1.656 -0.015 1.600 -0.301
C 5.858 -3.765 -4.428 -0.387
C 1.532 1.683 3.846 -0.184
C -3.095 0.487 3.480 -0.478
C 4.197 1.419 3.262 -0.459
C 0.119 -2.179 -4.533 -0.075
C 1.762 -1.764 -0.609 -0.285
C 2.106 0.427 3.930 0.543
C -2.914 0.442 2.063 0.285
H 6.541 -4.318 -5.059 0.364
H 1.122 -2.074 -4.134 0.085
H 0.859 -2.311 -0.853 0.236
H 5.252 1.278 3.030 0.391
H 4.123 3.556 2.813 0.390
H -2.192 0.203 5.375 0.393
H -3.367 3.392 1.895 0.304
H -5.086 3.313 1.407 0.312
H -1.440 -0.076 0.535 0.487
H 3.952 -0.655 3.740 0.472
H 1.778 3.782 3.369 0.396
H -2.309 -0.470 -7.801 -0.149
H -2.270 1.877 -1.075 0.320
H 0.305 -0.679 2.102 -0.748
H -3.617 0.751 -1.353 0.349
H -4.015 0.815 3.959 0.470
H -0.081 -1.511 5.350 0.422
H 0.166 0.222 5.575 0.570
H 0.474 1.839 4.075 0.313
H -3.874 4.028 0.291 0.369
H -3.874 2.478 -1.608 0.462
```

* charge: +1
* multiplicity: 1
* gap between HOMO and LUMO: 8.2 eV

***

No. 3
ORCA calculation (the ωB97M-V functional and the def2-TZVPD basis) on C4H13N2 as an isolated structure at a distorted geometry.

```
19
Properties=species:S:1:pos:R:3:lowdin_spin:R:1
N -0.986 -0.490 -0.344 0.444
N 0.599 1.167 0.629 0.316
C -1.839 -1.045 0.677 0.039
C 1.896 0.503 0.761 0.031
C -1.726 0.345 -1.262 0.039
C 2.265 -0.234 -0.506 0.003
H 2.194 0.483 -1.323 0.000
H -0.177 0.341 0.178 0.042
H -2.353 -0.292 1.289 0.010
H 3.304 -0.570 -0.467 0.000
H -2.543 0.903 -0.787 0.004
H 1.965 -0.107 1.668 0.001
H 0.225 1.342 1.561 0.007
H 1.609 -1.071 -0.732 0.000
H -1.266 -1.695 1.336 0.000
H -2.611 -1.666 0.208 0.019
H -1.050 1.068 -1.717 0.003
H -2.158 -0.274 -2.055 0.023
H 2.652 1.292 0.885 0.019
```

* ΔE to the lowest compared entry with this formula, charge and spin: 110.43 kJ/mol
* multiplicity: 2
* gap between HOMO and LUMO (spin up / spin down): 9.7 / 7.5 eV

***

No. 4
ORCA calculation (the ωB97M-V functional and the def2-TZVPD basis) on a 19-piece molecular cluster, C59H164N30O27 overall at a distorted geometry.

```
280
Properties=species:S:1:pos:R:3:mulliken_charge:R:1
O 0.945 6.841 -4.031 -0.643
O 4.341 -7.907 5.734 -0.321
O -5.450 7.579 3.175 -0.323
O -0.666 -3.183 5.538 -0.245
O 3.609 2.411 -8.743 -0.552
O -0.184 0.237 1.968 1.143
O 4.519 4.191 -3.582 0.428
O -7.967 -1.404 -5.965 -0.300
O -4.496 -5.977 2.993 -0.444
O 1.038 3.193 7.798 -0.669
O -1.619 3.968 -1.197 -0.498
O -4.030 0.318 4.049 -0.512
O 5.400 -3.911 -4.665 -0.416
O 5.857 0.942 1.539 -0.474
O -0.222 -3.790 10.076 -0.253
O -4.539 1.345 -3.410 -0.384
O 1.401 1.726 -2.547 2.059
O 0.524 -0.304 -7.439 -0.751
O 2.669 -0.659 -1.024 1.898
O -1.158 3.425 -5.774 -0.292
O -0.979 -3.792 1.346 0.202
O 6.237 -0.430 -3.243 -0.684
O -0.277 -4.439 -4.490 -0.777
O -1.737 4.708 3.732 -0.494
O -3.487 -2.315 -2.165 -0.705
O 2.599 2.896 2.188 -0.783
O 3.100 -3.054 2.976 -0.396
N 6.988 0.385 3.396 -0.524
N 0.488 6.139 -2.077 -0.277
N -0.132 0.262 -0.952 0.946
N -3.681 -2.520 0.046 0.603
N 0.860 3.059 0.774 2.594
N -1.403 1.650 -7.146 -0.392
N 1.098 -4.559 1.054 -0.116
N 0.989 1.162 8.700 -0.349
N -2.043 2.344 0.341 0.327
N 3.402 3.607 -6.184 0.314
N 0.220 -1.734 7.955 -0.354
N 1.987 1.569 6.580 -0.273
N 5.078 1.722 3.470 -0.159
N -5.454 -2.400 2.845 0.031
N -2.822 7.164 2.665 0.015
N 2.575 4.556 0.632 -0.282
N -0.842 -5.627 0.156 -0.317
N -5.344 -0.341 -5.791 -0.273
N 3.668 -5.050 5.030 0.123
N 1.637 -0.966 -5.506 0.683
N -2.438 -4.083 -4.962 -0.208
N -1.689 -4.612 -2.754 -0.141
N 3.469 -2.628 -3.011 0.236
N -4.578 -0.661 -1.136 -0.140
N 4.270 0.458 -3.742 0.823
N -0.245 -2.051 -6.242 -0.046
N -0.963 5.603 -3.791 -0.339
N 6.130 1.555 -4.384 -0.378
N -2.650 4.537 0.705 -0.281
N -1.004 3.734 -7.961 -0.342
C -1.450 -4.440 -4.112 0.378
C -4.819 -0.805 4.630 0.200
C -1.080 3.441 3.856 -0.479
C 0.184 6.232 -3.355 0.352
C -0.200 0.034 -2.421 -0.448
C 4.352 -2.355 2.980 -0.983
C -5.888 -1.341 3.752 -1.105
C 1.675 3.069 -2.706 1.109
C 3.106 -2.945 -1.635 -1.665
C -3.332 8.522 2.747 -0.751
C 3.165 -3.780 5.448 -1.143
C -4.092 -0.324 -5.137 -0.175
C 2.662 2.031 -7.772 0.053
C -0.366 -1.150 6.775 -0.710
C 2.404 -3.053 4.288 1.026
C -4.480 -4.698 2.350 0.282
C 0.316 -4.446 11.174 -0.796
C 4.267 5.183 -4.548 -1.247
C -0.169 -0.954 -0.121 -0.423
C 5.983 1.055 2.723 0.404
C 3.086 4.818 -5.493 -0.160
C 5.584 0.480 -3.694 0.266
C -3.258 -0.105 2.894 1.468
C -0.478 -2.415 10.303 -0.871
C -5.633 -1.625 -6.397 -0.450
C -2.034 3.619 -0.066 -0.261
C -7.054 -1.647 -7.007 -0.720
C -0.784 -1.658 8.979 -0.544
C 3.134 3.168 -9.804 -0.625
C 6.435 -3.377 -5.419 -0.626
C -4.433 2.705 -3.025 -0.559
C -1.156 2.987 -6.893 0.138
C -3.729 1.061 -4.560 0.049
C 5.309 4.674 -2.547 -0.858
C 5.302 -6.901 5.426 -0.716
C -1.358 -2.036 6.068 1.557
C -3.740 -7.001 2.368 -0.593
C 3.249 0.578 -0.440 -0.371
C -0.277 -4.642 0.812 -0.006
C -6.864 7.429 3.053 -0.730
C 0.587 -1.037 -6.461 0.323
C 2.014 3.464 1.277 -0.060
C -3.890 -1.848 -1.106 0.489
C 4.494 -9.179 5.126 -0.698
C -1.564 7.043 3.403 -1.263
C -0.846 5.746 3.267 0.286
C -1.495 -4.163 4.978 -0.594
C 2.250 3.060 -6.826 0.464
C 3.478 -1.841 -0.752 0.925
C -5.187 -3.728 3.372 -0.799
C 1.366 2.022 7.726 0.435
C 4.738 -5.522 5.896 -0.786
C -4.827 8.462 2.325 -0.576
C 0.080 1.389 -3.020 1.014
C -9.219 -1.127 -6.529 -0.813
C 0.503 -0.833 1.222 0.244
C 0.297 0.213 3.286 -0.695
C 4.078 -3.591 -5.098 -0.705
C 3.106 -3.669 -3.954 -0.797
H -1.170 -0.376 -2.717 0.692
H -0.896 5.297 -4.759 0.255
H 6.268 5.076 -2.861 0.306
H -2.779 4.287 1.667 0.037
H 1.808 -4.913 0.438 0.240
H -9.914 -1.134 -5.736 0.262
H 1.739 3.297 -3.787 -1.274
H 0.334 -1.818 -0.585 -0.647
H 1.241 -3.643 1.498 -0.344
H -1.884 2.700 4.096 0.202
H -7.222 7.182 4.067 0.211
H -3.932 -1.048 -4.383 -0.116
H -1.163 -1.292 0.117 0.312
H -3.393 -4.244 -4.842 0.206
H 0.462 1.666 9.372 0.214
H 0.415 -1.952 10.818 0.360
H -1.060 -2.200 -6.834 0.238
H 0.567 -0.644 -2.794 -0.681
H -4.675 3.333 -3.895 0.366
H -7.180 6.630 2.391 0.276
H -0.104 -2.754 -5.509 0.028
H 0.960 0.145 8.629 0.344
H -1.823 -1.543 5.186 -0.994
H 4.072 3.777 -6.918 0.401
H 4.845 5.544 -2.102 0.277
H -0.259 0.876 3.923 0.324
H -7.065 -0.829 -7.721 0.397
H -7.270 8.372 2.660 0.314
H -6.079 -0.117 -5.094 0.306
H -0.296 -4.319 12.089 0.290
H 0.476 -2.719 7.778 0.393
H -0.103 5.650 -1.404 0.133
H -2.165 -2.272 6.781 0.472
H -5.000 2.927 -2.116 0.285
H 1.345 -4.100 11.374 0.337
H 4.047 -3.198 5.706 0.421
H -2.133 -4.217 -5.915 0.269
H 4.225 -1.319 3.357 0.317
H -2.727 -6.644 2.178 0.102
H -3.963 1.805 -5.320 0.471
H 2.420 -0.569 -5.965 -0.002
H 1.774 1.710 -8.301 0.481
H -0.772 1.295 -7.852 0.414
H -0.791 -4.638 4.290 0.194
H -2.111 2.049 1.282 -0.124
H -4.489 -3.672 4.242 0.174
H 3.605 -3.879 -1.347 0.705
H -4.747 -0.081 -0.355 0.197
H 3.349 -4.573 -3.436 0.742
H 6.887 -0.110 4.289 0.240
H 3.586 -9.732 5.288 0.242
H 3.159 1.208 -7.212 -0.317
H 3.517 4.797 0.888 0.252
H -6.247 -0.527 3.121 0.387
H -2.713 1.096 -4.180 -0.317
H 7.475 -0.193 2.732 0.255
H -3.386 2.890 -2.800 0.044
H -3.461 -4.372 2.000 -0.374
H -1.878 -4.907 5.731 0.237
H 1.516 -0.457 1.199 -0.499
H -1.311 4.696 -7.805 0.289
H 0.201 -0.819 3.716 -0.517
H 1.426 -3.487 4.097 -0.485
H -9.437 -1.845 -7.281 0.324
H 1.522 -1.259 -4.558 -0.592
H -0.902 -5.053 -2.292 0.119
H -2.746 9.144 2.041 0.374
H -5.576 -2.546 -5.728 0.090
H 0.562 2.167 1.116 -1.056
H -1.351 -2.234 10.935 0.396
H -5.251 -0.413 5.538 0.436
H 0.419 -0.908 6.062 -0.530
H -2.484 -4.265 -2.231 0.187
H 0.737 0.761 -0.830 -0.878
H 1.418 6.448 -1.844 0.159
H 2.323 2.672 -10.364 0.262
H 0.357 -1.817 1.698 0.291
H -4.676 -0.315 -2.086 0.051
H 1.380 0.324 3.304 0.185
H -6.063 -4.278 3.783 0.311
H -3.722 -7.850 3.027 0.281
H 4.033 6.184 -4.146 0.523
H -5.280 9.475 2.409 0.454
H 6.153 -7.171 6.042 0.416
H 5.555 -4.836 5.945 0.494
H -2.302 -3.733 4.352 -0.073
H 5.163 5.347 -5.135 0.363
H 7.113 1.360 -4.414 0.237
H -3.355 -0.626 -5.874 0.353
H 4.483 -2.528 -2.966 0.285
H 2.214 4.967 -0.234 -0.021
H 2.720 3.176 -2.350 -0.106
H -6.096 -2.484 2.055 0.307
H 0.969 3.814 -2.299 -0.666
H -4.909 8.126 1.293 0.335
H 0.433 -5.487 10.932 0.248
H 5.474 -6.881 4.369 0.397
H -0.890 -0.606 9.214 0.449
H -3.453 6.586 3.183 0.208
H 7.280 -4.096 -5.445 0.279
H -0.483 5.413 2.268 -0.302
H -4.119 -1.584 4.907 -0.234
H 2.354 2.420 6.114 0.190
H -7.245 -2.614 -7.454 0.451
H 3.527 0.459 0.617 -0.033
H -3.812 -0.108 1.934 0.052
H 0.024 5.738 3.940 0.534
H -2.358 0.500 2.822 -1.149
H 2.607 1.436 -0.665 -0.935
H 5.712 2.467 -4.551 0.161
H 4.428 -5.762 6.940 0.298
H 3.748 -4.278 -5.858 0.460
H -4.916 -1.718 -7.222 0.393
H -5.114 -4.845 1.431 0.620
H -1.842 -5.577 0.231 0.322
H -4.020 -2.301 0.960 -0.173
H -3.275 8.929 3.785 0.362
H -1.140 1.140 -6.304 -0.149
H 2.294 -1.969 4.540 -0.160
H 1.608 2.569 -6.069 -0.903
H -1.308 3.435 -8.871 0.252
H 0.479 3.272 -0.122 -1.057
H 1.593 3.895 -7.158 0.240
H -2.981 -1.162 3.001 -0.349
H -0.924 7.914 3.118 0.444
H 4.625 -2.272 1.922 0.367
H 2.960 5.689 -6.184 0.461
H 3.964 3.296 -10.492 0.299
H -0.712 2.037 -2.629 -0.547
H 5.055 -2.903 3.596 0.396
H 4.130 -2.591 -5.542 0.221
H -6.746 -1.701 4.336 0.403
H 4.721 -9.025 4.051 0.291
H 3.477 -2.060 0.343 -1.877
H 6.078 -3.131 -6.443 0.306
H -0.334 -6.511 0.086 0.233
H 2.876 4.202 -9.476 0.235
H 5.443 3.795 -1.864 0.130
H -9.228 -0.082 -6.855 0.311
H 2.073 -3.580 -4.231 0.116
H 4.484 -1.483 -1.025 0.734
H -0.395 3.279 4.653 0.778
H 0.137 1.375 -4.128 -0.434
H 3.092 -5.867 4.994 0.236
H -0.857 -0.228 7.083 0.495
H -0.679 3.172 2.883 -0.213
H -1.698 7.129 4.505 0.376
H -2.868 -3.160 0.085 -0.490
H -2.378 5.489 0.470 0.229
H 4.201 0.763 -0.947 0.674
H 2.540 -3.794 6.402 0.391
H -1.317 4.890 -3.185 0.423
H 3.735 -0.193 -3.178 -0.694
H -1.723 -2.010 8.571 0.359
H 5.374 -9.747 5.453 0.279
H 2.673 0.819 6.625 0.222
H 6.835 -2.440 -5.010 0.193
H -1.591 1.735 -0.320 0.066
H 2.115 4.889 -5.011 -0.249
H 4.262 2.054 2.965 0.284
H -4.284 -7.345 1.514 0.363
H 5.406 2.190 4.270 0.238
H 2.035 -3.123 -1.577 0.152
H 3.807 1.329 -3.876 -0.189
```

* ΔE to the lowest compared entry with this formula, charge and spin: 0.00 kJ/mol
* multiplicity: 1
* gap between HOMO and LUMO: 8.5 eV